(1)
Here is one molecule with the formula C3H10N2 from the OMol25 dataset. Energies are from ωB97M-V with the def2-TZVPD basis set.

XYZ file:
```
15
Properties=species:S:1:pos:R:3:forces:R:3:lowdin_charge:R:1
N 1.95184 -1.37689 -0.66853 -0.499 -0.648 0.099 -0.021
C 1.10007 -0.20294 -0.73615 0.768 0.323 0.203 -0.321
C 0.03388 -0.25519 0.34423 0.384 -0.068 0.265 -0.229
C -1.09184 0.73978 0.07307 0.517 -0.261 -0.237 -0.310
N -2.04489 0.82124 1.15796 -0.338 -0.240 0.346 -0.011
H 2.75653 -1.43705 -1.26651 0.054 0.330 0.009 0.057
H 2.14420 -1.70976 0.26452 0.126 0.223 -0.075 0.061
H 1.67827 0.73353 -0.61396 -0.205 -0.099 -0.067 0.109
H 0.63936 -0.15438 -1.71858 -0.143 -0.064 -0.235 0.103
H 0.49250 -0.02504 1.31082 -0.032 0.168 0.007 0.110
H -0.28163 -1.29298 0.44867 -0.504 -0.037 -0.203 0.108
H -0.60742 1.70702 -0.06872 -0.131 0.153 0.006 0.112
H -1.54478 0.47290 -0.88896 -0.127 0.101 0.003 0.109
H -2.84992 0.22866 1.00122 0.085 0.046 0.063 0.065
H -2.37617 1.75110 1.36091 0.044 0.073 -0.183 0.058
```
Positions in Å, forces in eV/Å.

Output
electronic energy: -229.79657 a.u.
LUMO: 1.20 eV
SMILES string: NCCCN
energy relative to the best compared isomer or geometry (same formula, charge and spin): 33.3 kJ/mol
HOMO energy: -8.8 eV

---

(2)
Here is a 2-piece molecular cluster, C3H10N2 overall in a non-equilibrium geometry from the OMol25 dataset. Energies are from ωB97M-V with the def2-TZVPD basis set.

XYZ file:
```
15
Properties=species:S:1:pos:R:3:forces:R:3:lowdin_charge:R:1
C -0.93693 -2.77225 -4.32300 1.524 0.691 -0.918 -0.161
N -1.59000 -1.84322 -3.77532 0.932 0.251 0.712 0.010
H -0.22115 -3.39796 -3.78466 -1.109 -0.689 0.662 0.057
H -0.71981 -2.83542 -5.39985 -0.302 0.242 -0.045 0.057
H -1.73051 -1.05630 -4.40683 -1.043 -0.494 -0.408 0.038
C -0.22996 0.20581 1.96211 -0.339 0.840 0.049 -0.147
N 0.53605 1.10438 2.80509 -0.071 -0.391 1.090 -0.209
C 1.37876 2.08652 2.16556 -0.092 0.005 0.070 -0.161
H 0.41007 -0.03036 1.12738 -0.088 -0.402 -0.456 0.068
H -1.16160 0.67679 1.61859 0.102 -0.011 -0.451 0.072
H -0.55831 -0.69910 2.47370 0.414 -0.062 0.169 0.069
H -0.07189 1.53583 3.48770 0.133 0.020 0.034 0.092
H 2.05227 1.56095 1.48926 -0.085 0.185 -0.286 0.073
H 0.82253 2.88788 1.66048 0.102 -0.102 -0.363 0.072
H 2.02049 2.57646 2.89980 -0.077 -0.085 0.142 0.070
```
Positions in Å, forces in eV/Å.

Output
electronic energy: -229.73675 a.u.
LUMO: 1.15 eV
SMILES string: C=N.CNC
energy relative to the best compared isomer or geometry (same formula, charge and spin): 190.4 kJ/mol
HOMO energy: -8.4 eV

---

(3)
Here is one molecule with the formula C3H10N2 in a non-equilibrium geometry from the OMol25 dataset. Energies are from ωB97M-V with the def2-TZVPD basis set.

XYZ file:
```
15
Properties=species:S:1:pos:R:3:forces:R:3:lowdin_charge:R:1
C 1.62177 0.45872 0.92235 -0.709 -0.534 -0.251 -0.076
C 0.27761 -0.16223 0.49428 -0.212 1.192 0.788 -0.488
N 0.45524 -1.49940 -0.02020 -0.171 -0.082 -1.220 0.023
C -0.57957 0.85100 -0.31484 0.189 0.349 0.284 -0.271
N -1.70252 0.22590 -0.95842 -0.893 -0.660 -0.676 -0.015
H 1.44051 1.39095 1.45172 0.064 0.124 0.029 0.070
H 2.05451 -0.26760 1.60748 0.409 0.180 -0.036 0.073
H 2.27823 0.65447 0.07447 0.106 -0.096 -0.009 0.072
H -0.26890 -0.19165 1.44686 -0.080 -0.691 -0.074 0.124
H 0.92742 -1.39774 -0.92585 0.236 -0.151 0.352 0.077
H -0.44454 -1.88078 -0.33577 0.161 0.286 0.461 0.064
H -0.02351 1.40911 -1.07450 0.247 -0.232 0.069 0.113
H -0.89632 1.57806 0.44979 0.093 0.201 -0.284 0.107
H -2.52155 0.13069 -0.38911 -0.077 -0.184 0.735 0.063
H -2.08130 0.66750 -1.78365 0.638 0.298 -0.168 0.064
```
Positions in Å, forces in eV/Å.

Output
electronic energy: -229.79755 a.u.
LUMO: 1.08 eV
SMILES string: C[C@H](N)CN
energy relative to the best compared isomer or geometry (same formula, charge and spin): 30.7 kJ/mol
HOMO energy: -9.1 eV

---

(4)
Here is C3H10N2O as an isolated structure in a non-equilibrium geometry from the OMol25 dataset. Energies are from ωB97M-V with the def2-TZVPD basis set.

XYZ file:
```
16
Properties=species:S:1:pos:R:3:forces:R:3:lowdin_charge:R:1
C -0.30646 -0.33922 0.68325 -1.592 0.275 1.662 -0.226
N 1.05522 -0.02451 0.22245 -0.564 -1.503 -1.466 0.055
C 1.07680 1.09378 -0.56113 0.824 5.110 1.772 -0.483
O 0.12454 1.73924 -0.90038 -0.983 0.894 -0.720 0.030
C -1.20674 -0.81157 -0.45298 0.442 -1.553 0.084 -0.236
N -0.56726 -1.96209 -1.14555 -0.325 1.340 -0.707 -0.003
H -0.80215 0.45923 1.25468 0.324 1.125 -1.140 0.114
H -0.30519 -0.93783 1.60018 0.779 -1.372 -0.813 0.112
H 1.06422 2.97450 1.75627 -0.027 -0.026 0.036 0.027
H 2.08107 1.52684 -0.68622 0.319 -0.661 -0.582 0.144
H 0.95249 -0.18613 -0.89433 0.691 -3.242 1.068 0.149
H 1.04926 2.55453 2.36931 0.023 0.021 -0.035 0.031
H -2.16508 -1.21290 -0.13557 -0.239 0.647 0.429 0.112
H -1.32589 0.02882 -1.12763 -0.311 -0.083 -0.131 0.091
H -1.08092 -2.81487 -1.16007 -0.270 -0.321 0.217 0.053
H 0.35610 -2.08780 -0.82226 0.909 -0.650 0.324 0.031
```
Positions in Å, forces in eV/Å.

Output
electronic energy: -304.91304 a.u.
LUMO: 1.10 eV
energy relative to the best compared isomer or geometry (same formula, charge and spin): 424.3 kJ/mol
HOMO energy: -9.3 eV

---

(5)
Here is a 2-piece molecular cluster, C3H10N2O overall in a non-equilibrium geometry from the OMol25 dataset. Energies are from ωB97M-V with the def2-TZVPD basis set.

XYZ file:
```
16
Properties=species:S:1:pos:R:3:forces:R:3:lowdin_charge:R:1
C -0.44468 -1.00702 -4.30578 0.928 -1.631 1.661 -0.089
C -0.84267 0.25177 -3.66386 0.205 2.624 1.577 -0.300
O -0.14367 1.28754 -3.77406 -2.919 -3.151 0.688 -0.003
H 0.40608 -0.86936 -4.89246 1.639 0.556 -0.847 0.055
H -0.15959 -1.83825 -3.57044 -0.724 1.242 -0.646 0.118
H -1.14069 -1.40727 -4.97604 -1.655 -0.586 -0.687 0.056
H -1.87566 0.11985 -2.94253 2.527 0.943 -1.741 0.164
N 0.75908 1.73038 3.01119 1.196 -1.212 -2.250 -0.046
C 0.56759 0.48184 3.75764 -1.426 -0.733 0.433 -0.302
N 0.08487 -0.88438 3.02712 1.034 0.286 -0.497 -0.062
H 1.54301 1.64632 2.32344 0.051 -0.014 1.291 0.070
H 0.06019 1.75695 2.27332 -0.944 0.270 0.536 0.055
H -0.26944 0.75376 4.38143 -0.239 -0.405 0.497 0.070
H 1.47261 0.35304 4.49055 -1.572 -0.509 -1.880 0.130
H 0.77240 -1.02360 2.30682 0.495 -0.291 -0.114 -0.005
H -0.78942 -1.35156 2.55367 1.404 2.612 1.979 0.091
```
Positions in Å, forces in eV/Å.

Output
electronic energy: -304.94640 a.u.
LUMO: 0.66 eV
SMILES string: CC=O.NCN
energy relative to the best compared isomer or geometry (same formula, charge and spin): 336.7 kJ/mol
HOMO energy: -9.0 eV

---

(6)
Here is a 2-piece molecular cluster, C3H10N2O overall in a non-equilibrium geometry from the OMol25 dataset. Energies are from ωB97M-V with the def2-TZVPD basis set.

XYZ file:
```
16
Properties=species:S:1:pos:R:3:forces:R:3:lowdin_charge:R:1
C -0.85677 -1.38921 1.04262 -0.097 0.440 -0.274 0.002
C 0.31882 -1.36739 0.42810 1.810 0.021 1.808 -0.221
O 1.37141 -0.45830 0.64752 -1.347 -0.876 -1.194 -0.177
C 1.06978 0.72157 1.35761 -0.243 0.345 0.075 -0.115
H -1.29710 -0.52447 1.50678 0.128 0.159 0.353 0.054
H -1.42192 -2.30142 1.09168 -0.230 -0.137 -0.491 0.053
H 0.73714 -2.24984 -0.03797 -0.077 0.095 -0.245 0.116
H 0.29063 1.30611 0.85534 0.054 -0.060 -0.014 0.074
H 1.99511 1.29909 1.37349 -0.128 -0.056 0.125 0.092
H 0.73420 0.49751 2.37626 0.109 -0.031 -0.026 0.091
N -1.08639 0.99489 -1.39457 -0.087 0.039 0.115 -0.081
N 0.08555 0.46421 -2.09146 0.558 0.134 -0.642 -0.077
H -1.71150 1.31469 -2.13595 0.273 0.014 0.080 0.062
H -1.58380 0.18027 -1.03372 0.288 0.009 -0.022 0.038
H 0.52560 1.25859 -2.55760 -0.472 0.019 -0.147 0.062
H 0.82924 0.25372 -1.42814 -0.537 -0.115 0.498 0.026
```
Positions in Å, forces in eV/Å.

Output
electronic energy: -304.95665 a.u.
LUMO: 1.10 eV
SMILES string: C=COC.NN
energy relative to the best compared isomer or geometry (same formula, charge and spin): 309.8 kJ/mol
HOMO energy: -8.3 eV